Entry 1:
Below is a molecular structure, C42H46FN6NaO12S2, with properties calculated with ωB97M-V/def2-TZVPD.

Last column: Mulliken charge in e.
Atoms and positions in Å:
Na -0.622 -0.009 -0.015  1.6123
O -0.118 -1.814 -0.610  -0.5950
S -0.331 -2.170 -2.030  0.6062
C 0.937 -3.541 -2.319  -1.4179
C 0.984 -4.735 -1.383  -0.5621
C 1.486 -4.401 0.033  -0.6990
C 0.341 -4.234 1.013  0.4179
S 0.970 -3.612 2.632  -0.0387
O 1.445 -2.248 2.426  -0.3560
C -0.709 -3.500 3.341  0.2360
C -1.484 -2.384 3.091  0.1860
C -2.740 -2.288 3.664  -0.8096
C -3.210 -3.300 4.483  -0.9158
C -2.429 -4.421 4.726  -0.5572
C -1.172 -4.521 4.155  -0.2945
C -1.718 -3.338 -1.925  0.6179
C -2.027 -4.248 -2.925  -0.5564
C -3.066 -5.145 -2.747  -0.7927
C -3.798 -5.144 -1.569  -0.7551
C -3.505 -4.215 -0.583  -0.6661
C -2.475 -3.309 -0.766  -0.1494
H 1.884 -3.004 -2.309  0.7198
H 0.731 -3.851 -3.340  0.5356
H 1.649 -5.486 -1.827  0.4394
H -0.013 -5.181 -1.319  0.2693
H 2.042 -3.462 0.008  0.2622
H 2.155 -5.195 0.384  0.5069
H -0.176 -5.173 1.215  0.5697
H -0.345 -3.481 0.633  -1.0943
H -1.110 -1.597 2.452  0.6364
H -3.341 -1.416 3.456  0.4552
H -4.185 -3.214 4.942  0.4089
H -2.799 -5.207 5.370  0.3757
H -0.551 -5.384 4.347  0.4123
H -1.471 -4.236 -3.850  0.4303
H -3.307 -5.858 -3.527  0.3692
H -4.611 -5.847 -1.432  0.3652
H -4.082 -4.203 0.332  0.4837
H -2.259 -2.558 -0.022  0.3021
O -2.928 2.347 -0.897  -0.6287
C -1.806 1.995 -1.270  -0.6301
O -0.790 1.835 -0.569  -0.8187
C -1.710 1.704 -2.770  1.0976
C -1.758 2.702 -3.691  0.4508
C -1.881 2.413 -5.067  -1.1695
C -1.897 1.089 -5.486  -0.5608
C -1.756 0.061 -4.566  -0.7245
C -1.752 0.321 -3.144  0.6421
O -1.881 -0.592 -2.284  -0.4947
N -1.721 -1.256 -5.050  0.9316
O -0.935 -2.074 -4.538  -0.5302
O -2.447 -1.567 -6.001  -0.6713
N -1.967 3.455 -5.995  0.9967
O -2.016 4.617 -5.587  -0.6579
O -1.999 3.187 -7.203  -0.7009
H -1.714 3.740 -3.396  0.6139
H -1.985 0.863 -6.539  0.6056
C -6.286 0.341 2.071  -1.3553
N -5.181 0.026 1.203  0.3104
C -5.284 -1.251 0.540  -0.7180
C -3.907 0.505 1.484  -0.1518
O -2.930 -0.221 1.407  0.3977
N -3.876 1.796 1.938  0.3815
C -2.556 2.274 2.316  -1.0066
C -4.708 2.791 1.278  -1.4321
H -6.611 -0.558 2.613  0.3721
H -7.129 0.730 1.494  0.2765
H -5.978 1.086 2.797  0.4556
H -5.142 -2.093 1.233  0.2815
H -4.525 -1.308 -0.236  -0.1211
H -6.274 -1.328 0.084  0.4586
H -2.075 1.530 2.947  0.0860
H -2.666 3.206 2.868  0.4995
H -1.933 2.424 1.432  0.2795
H -5.647 2.963 1.813  0.2646
H -4.908 2.499 0.251  0.4035
H -4.151 3.721 1.231  0.5292
F 2.753 5.260 -3.262  -0.3939
C 2.596 4.011 -2.716  0.4854
C 2.075 2.986 -3.494  -0.6524
C 1.981 1.726 -2.962  -0.1056
C 2.419 1.440 -1.635  1.3808
C 2.454 0.153 -1.152  -1.7427
C 2.873 2.547 -0.859  -0.4493
C 2.969 3.805 -1.394  -0.6825
H 1.747 3.202 -4.502  0.4087
H 1.550 0.922 -3.545  0.1158
H 2.772 -0.067 -0.149  0.3071
H 2.172 -0.670 -1.782  0.1441
H 3.141 2.376 0.174  0.3331
H 3.320 4.644 -0.810  0.4377
O 3.625 6.794 3.511  -0.5773
C 2.786 6.603 4.611  -0.3946
N 2.354 5.238 4.789  -0.2404
C 1.677 4.663 3.696  0.3241
O 1.431 5.352 2.708  -0.7922
C 1.286 3.274 3.870  -0.0261
C 1.236 2.668 5.141  -0.6653
C 0.836 1.354 5.238  -0.9097
C 0.496 0.670 4.076  -0.2440
N 0.543 1.224 2.866  0.3343
C 0.921 2.476 2.765  -0.4571
H 3.106 6.471 2.751  0.3812
H 1.874 7.212 4.508  0.2525
H 3.339 6.925 5.499  0.3264
H 3.012 4.626 5.246  0.2901
H 1.477 3.237 6.029  0.5025
H 0.776 0.865 6.200  0.4380
H 0.177 -0.360 4.112  0.2127
H 0.950 2.887 1.765  0.7380

net charge = -2
E_HOMO (spin up / spin down) = -1.06 / 1.17 eV
F_max = 2.80 eV/Å
energy above the lowest of the compared OMol25 structures with the same formula, charge and spin = 75.30 kcal per mole

Entry 2:
Below is a molecular structure, C42H46N3O3P2PdS2Se, with properties calculated with ωB97M-V/def2-TZVPD.

Last column: Mulliken charge in e.
Atoms and positions in Å:
Pd 1.247 -0.112 -0.471  -0.0823
O 2.343 -0.149 -3.046  -0.6030
C 2.429 0.368 -1.976  -0.1648
C 3.406 1.462 -1.651  1.1141
C 4.655 1.547 -2.252  -0.7359
C 5.489 2.599 -1.908  -0.6800
C 5.066 3.570 -1.004  -0.6996
C 3.803 3.500 -0.433  -0.4315
C 2.977 2.431 -0.750  0.0426
P 1.266 2.149 -0.211  1.0233
C 0.320 3.330 -1.219  1.0283
C -0.326 2.841 -2.352  -0.5197
C -0.962 3.711 -3.227  -0.6647
C -0.959 5.075 -2.973  -0.6224
C -0.303 5.572 -1.853  -0.7815
C 0.340 4.706 -0.984  -0.2208
C 1.191 2.717 1.509  0.8373
C 2.229 2.314 2.352  -0.8815
C 2.209 2.646 3.696  -0.8452
C 1.143 3.369 4.219  -0.5174
C 0.099 3.754 3.392  -0.8345
C 0.122 3.430 2.041  -0.7737
H 4.962 0.790 -2.961  0.5674
H 6.476 2.669 -2.345  0.4266
H 5.726 4.387 -0.747  0.4506
H 3.476 4.264 0.262  0.4299
H -0.314 1.776 -2.556  0.3919
H -1.446 3.325 -4.115  0.5075
H -1.451 5.755 -3.656  0.4193
H -0.279 6.638 -1.667  0.4657
H 0.872 5.106 -0.130  0.3412
H 3.058 1.741 1.950  0.4415
H 3.025 2.341 4.338  0.4338
H 1.128 3.631 5.268  0.4607
H -0.731 4.319 3.796  0.4458
H -0.693 3.743 1.400  0.7575
N 0.010 -0.876 1.495  0.8096
C -0.892 -0.512 2.524  -0.2981
C -0.402 0.162 3.642  -1.0238
C -1.227 0.484 4.705  -0.7444
C -2.567 0.122 4.681  -0.7411
C -3.065 -0.528 3.563  -0.6733
C -2.259 -0.818 2.463  0.4424
C -2.859 -1.537 1.309  -0.0282
C -3.401 -2.805 1.505  -0.6578
C -3.945 -3.526 0.455  -0.8448
C -3.942 -3.001 -0.827  -1.0281
C -3.417 -1.738 -1.047  -0.5475
C -2.911 -1.005 0.019  0.8482
H 0.935 -1.037 1.884  0.6186
H -0.255 -1.751 1.018  -0.4386
H 0.651 0.414 3.678  0.6135
H -0.813 0.993 5.566  0.4779
H -3.212 0.333 5.523  0.4465
H -4.109 -0.819 3.526  0.4693
H -3.353 -3.243 2.494  0.5436
H -4.339 -4.517 0.635  0.4355
H -4.322 -3.580 -1.658  0.4393
H -3.372 -1.335 -2.050  0.6331
C 2.637 -6.953 0.064  -1.2224
C 2.819 -5.665 0.843  0.5270
C 4.160 -5.001 0.601  -1.1288
O 1.691 -4.776 0.605  -0.4978
P 1.408 -3.772 -0.586  1.0146
S -0.515 -3.466 -0.723  -0.4437
S 2.536 -2.101 -0.216  -0.4068
O 2.038 -4.573 -1.805  -0.3507
C 2.195 -4.209 -3.204  0.5180
C 3.548 -3.550 -3.395  -1.0730
C 1.048 -3.380 -3.742  -1.2893
H 3.375 -7.683 0.398  0.4682
H 2.768 -6.785 -1.004  0.1476
H 1.643 -7.363 0.236  0.3238
H 2.718 -5.878 1.908  0.3357
H 4.300 -4.765 -0.454  0.1176
H 4.950 -5.688 0.907  0.4796
H 4.255 -4.083 1.179  0.2791
H 2.192 -5.181 -3.702  0.1968
H 3.581 -2.590 -2.882  0.0431
H 3.726 -3.384 -4.458  0.4888
H 4.342 -4.189 -3.008  0.2877
H 1.004 -2.406 -3.256  0.0574
H 0.095 -3.889 -3.603  0.3361
H 1.215 -3.217 -4.808  0.5019
C -4.932 1.135 -2.328  -0.9571
N -4.883 1.779 -1.019  0.2410
C -5.873 2.583 -0.510  -0.6021
C -5.458 2.999 0.708  -0.4314
N -4.224 2.438 0.928  0.3198
C -3.452 2.614 2.159  -0.5050
C -3.882 1.688 -0.130  -0.1646
Se -2.232 0.762 -0.351  0.4122
H -5.517 1.761 -2.996  0.4125
H -5.389 0.151 -2.242  0.3192
H -3.919 1.038 -2.709  0.3500
H -6.776 2.791 -1.057  0.5211
H -5.930 3.641 1.430  0.5094
H -3.637 3.617 2.534  0.4882
H -2.395 2.484 1.950  -0.2265
H -3.755 1.875 2.896  0.3240

net charge = +1
E_HOMO = -9.56 eV
F_max = 0.49 eV/Å
energy above the lowest of the compared OMol25 structures with the same formula, charge and spin = 0.00 kcal per mole

Entry 3:
Below is a molecular structure, C42H46N5OP2V, with properties calculated with ωB97M-V/def2-TZVPD.

Last column: Mulliken charge in e.
Atoms and positions in Å:
V -0.530 -1.229 -0.711  -0.6043
C 0.990 4.370 -1.489  -0.6229
C 2.048 4.397 -0.418  1.1687
C 2.375 5.590 0.222  -0.7423
C 3.356 5.643 1.201  -0.6970
C 4.034 4.489 1.566  -0.6953
C 3.709 3.288 0.957  -0.7949
C 2.727 3.240 -0.027  -0.2970
N 2.421 1.987 -0.639  0.8710
C 1.265 1.282 -0.421  -1.7315
N 0.373 1.871 0.404  0.8603
C -0.975 1.517 0.735  0.1067
C -1.516 0.278 0.397  0.5779
C -2.846 0.067 0.791  -0.0900
C -3.590 1.017 1.477  -1.3612
C -2.998 2.232 1.800  -1.1967
C -1.686 2.502 1.439  1.7482
C -1.051 3.818 1.819  -1.4482
N 1.072 0.115 -0.970  2.2841
C 2.078 -0.465 -1.799  -1.4094
C 2.765 -1.578 -1.310  -0.1596
C 3.682 -2.252 -2.102  -1.1005
C 3.915 -1.821 -3.400  -0.7992
C 3.222 -0.726 -3.892  -0.7356
C 2.298 -0.036 -3.113  1.4802
C 1.562 1.150 -3.679  -1.2092
H 0.908 5.345 -1.968  0.6213
H 0.009 4.122 -1.072  0.0683
H 1.218 3.623 -2.250  -0.2442
H 1.859 6.497 -0.069  0.4459
H 3.595 6.587 1.673  0.4120
H 4.805 4.521 2.324  0.4122
H 4.214 2.371 1.239  0.5295
H 3.184 1.457 -1.032  0.3261
H 0.694 2.743 0.793  -0.3095
H -3.317 -0.891 0.568  0.6337
H -4.612 0.814 1.775  0.4403
H -3.559 2.983 2.346  0.3785
H -1.762 4.440 2.359  0.4994
H -0.717 4.387 0.946  0.1543
H -0.182 3.678 2.471  0.2947
H 2.570 -1.909 -0.302  0.4580
H 4.209 -3.109 -1.704  0.4748
H 4.625 -2.341 -4.029  0.4140
H 3.393 -0.396 -4.911  0.4859
H 1.364 1.005 -4.741  0.7017
H 2.155 2.063 -3.575  0.2869
H 0.615 1.306 -3.161  -0.3141
N -0.439 -3.904 1.116  0.2692
P -0.075 -2.278 1.508  1.6678
C 1.465 -2.384 2.474  0.2815
C 1.677 -3.354 3.453  -0.8173
C 2.848 -3.355 4.191  -0.8238
C 3.805 -2.367 3.981  -0.6507
C 3.586 -1.378 3.036  -0.7625
C 2.419 -1.389 2.281  0.2813
C -1.275 -1.892 2.825  0.1157
C -2.429 -2.646 2.999  -0.7078
C -3.376 -2.264 3.942  -0.6914
C -3.176 -1.123 4.701  -0.5770
C -2.025 -0.363 4.526  -0.6838
C -1.078 -0.746 3.593  -0.2881
C -1.104 -4.231 -0.050  0.2525
C -1.399 -5.567 -0.340  -1.1680
C -2.030 -5.874 -1.520  -0.3224
C -2.365 -4.847 -2.402  -1.1938
C -2.060 -3.562 -2.035  -0.1862
N -1.440 -3.227 -0.884  0.4824
H -0.252 -4.669 1.745  0.2515
H 0.922 -4.104 3.663  0.3282
H 3.012 -4.116 4.943  0.4152
H 4.715 -2.365 4.566  0.3965
H 4.323 -0.599 2.886  0.4946
H 2.238 -0.614 1.546  0.3005
H -2.597 -3.530 2.395  0.3821
H -4.270 -2.859 4.078  0.4220
H -3.917 -0.823 5.431  0.4098
H -1.869 0.530 5.117  0.4277
H -0.183 -0.148 3.453  0.3311
H -1.117 -6.341 0.362  0.4694
H -2.255 -6.905 -1.760  0.4226
H -2.854 -5.045 -3.344  0.4856
H -2.291 -2.727 -2.681  0.3700
C -2.377 2.050 -2.305  -0.4869
P -2.427 0.432 -3.062  1.1722
C -2.103 0.672 -4.808  -1.2364
C -4.125 -0.131 -2.953  -1.2222
O -1.465 -0.554 -2.461  -0.8167
H -2.984 2.747 -2.887  0.6207
H -1.343 2.397 -2.279  -0.2076
H -2.740 1.994 -1.277  0.0905
H -2.884 1.302 -5.239  0.4331
H -2.095 -0.293 -5.314  0.3445
H -1.139 1.156 -4.948  0.2554
H -4.802 0.612 -3.378  0.4559
H -4.380 -0.290 -1.904  0.2380
H -4.237 -1.068 -3.499  0.4032

⟨S²⟩ = 3.76
net charge = +1
multiplicity = 4
E_HOMO (spin up / spin down) = -9.09 / -10.08 eV
F_max = 0.59 eV/Å
energy above the lowest of the compared OMol25 structures with the same formula, charge and spin = 0.00 kcal per mole

Entry 4:
Below is a molecular structure, C42H48As2CsN5O4S, with properties calculated with ωB97M-V/def2-TZVPD.

Last column: Mulliken charge in e.
Atoms and positions in Å:
Cs 0.908 0.482 -0.268  1.1545
C -1.381 -2.679 1.553  -1.0856
C -0.882 -1.250 1.671  0.5821
As -0.310 -0.643 3.481  0.4891
C 1.053 -1.966 3.915  0.6255
C 1.201 -2.339 5.251  -0.5878
C 2.241 -3.167 5.644  -0.6740
C 3.158 -3.620 4.705  -0.6255
C 3.029 -3.243 3.378  -0.5116
C 1.984 -2.419 2.984  -0.1676
C -1.780 -1.410 4.544  -0.0383
C -1.954 -2.777 4.759  0.0675
C -3.034 -3.248 5.490  -0.7136
C -3.948 -2.357 6.037  -0.4929
C -3.773 -0.995 5.854  -0.6371
C -2.696 -0.529 5.112  -0.6380
As -1.756 -3.143 -0.328  0.3356
C -2.731 -4.815 -0.006  0.0418
C -3.662 -5.242 -0.951  -0.3900
C -4.378 -6.412 -0.760  -0.6056
C -4.167 -7.180 0.378  -0.3970
C -3.230 -6.774 1.315  -0.6966
C -2.515 -5.600 1.122  -0.0174
C -3.361 -2.043 -0.575  -0.0004
C -3.508 -1.347 -1.772  -0.2342
C -4.665 -0.625 -2.038  -0.6690
C -5.681 -0.578 -1.096  -0.3449
C -5.540 -1.260 0.106  -0.7992
C -4.392 -1.994 0.359  -0.1479
H -2.281 -2.825 2.147  0.3767
H -0.613 -3.367 1.914  0.8255
H -1.655 -0.549 1.332  0.9575
H -0.011 -1.107 1.029  -1.7867
H 0.496 -1.973 5.987  0.5070
H 2.338 -3.449 6.684  0.4057
H 3.981 -4.252 5.014  0.3853
H 3.756 -3.577 2.649  0.3649
H 1.923 -2.107 1.947  0.3257
H -1.224 -3.482 4.382  0.4260
H -3.162 -4.314 5.630  0.4137
H -4.782 -2.727 6.619  0.4021
H -4.474 -0.294 6.289  0.4105
H -2.558 0.538 4.972  0.3819
H -3.831 -4.644 -1.840  0.3504
H -5.104 -6.728 -1.499  0.3799
H -4.732 -8.090 0.530  0.3686
H -3.059 -7.373 2.200  0.3944
H -1.781 -5.300 1.862  0.3261
H -2.712 -1.391 -2.508  0.4446
H -4.775 -0.101 -2.980  0.4292
H -6.585 -0.019 -1.302  0.3994
H -6.334 -1.226 0.842  0.4421
H -4.309 -2.545 1.290  0.3723
C -0.973 3.748 -0.426  -0.7883
N -1.668 4.946 -0.892  0.0696
C -3.106 4.751 -0.685  -0.7041
N -3.606 3.570 -1.394  0.1025
C -2.867 2.402 -0.918  -0.3882
N -1.415 2.532 -1.127  0.3950
C -1.190 2.736 -2.569  -0.7625
N -1.890 3.913 -3.079  0.0328
C -1.427 5.084 -2.331  -0.7188
C -3.322 3.742 -2.821  -0.6924
H -1.165 3.629 0.643  0.3207
H 0.100 3.887 -0.587  0.3584
H -3.638 5.633 -1.044  0.3291
H -3.297 4.630 0.383  0.3401
H -3.224 1.518 -1.446  -0.2292
H -3.062 2.273 0.150  0.4234
H -1.548 1.857 -3.110  0.3327
H -0.120 2.859 -2.753  0.3380
H -1.953 5.969 -2.695  0.3272
H -0.356 5.213 -2.501  0.3270
H -3.678 2.863 -3.362  0.2946
H -3.855 4.623 -3.185  0.3441
C 3.291 5.045 2.887  -1.4575
C 4.028 3.733 2.891  0.9174
C 5.412 3.690 2.755  -0.6940
C 6.087 2.477 2.731  -0.3575
C 5.369 1.302 2.854  -0.1424
C 3.990 1.320 3.003  -0.2423
C 3.327 2.534 3.019  -0.9246
S 6.199 -0.276 2.817  1.3579
O 7.578 -0.048 2.491  -0.7480
O 5.854 -0.985 4.015  -0.6680
N 5.510 -1.065 1.553  -0.1828
C 5.816 -0.516 0.221  -0.3498
C 4.861 -1.134 -0.794  -1.1265
C 3.464 -0.545 -0.601  1.2408
O 3.004 -0.503 0.576  -1.1105
O 2.849 -0.100 -1.594  -0.9093
H 3.954 5.869 3.146  0.3929
H 2.463 5.027 3.597  0.3684
H 2.876 5.249 1.898  0.2559
H 5.968 4.616 2.668  0.3695
H 7.162 2.429 2.619  0.4966
H 3.445 0.391 3.121  0.3708
H 2.250 2.556 3.146  0.5419
H 4.496 -1.143 1.670  -0.0044
H 6.854 -0.751 -0.009  0.3840
H 5.705 0.578 0.198  0.3535
H 4.826 -2.214 -0.631  0.3068
H 5.175 -0.929 -1.815  0.3849

net charge = 0
E_HOMO = -8.49 eV
F_max = 4.08 eV/Å
energy above the lowest of the compared OMol25 structures with the same formula, charge and spin = 28.79 kcal per mole